C6H9N | the ωB97M-V functional and the def2-TZVPD basis

```
16
Properties=species:S:1:pos:R:3:forces:R:3
C 2.48618 -0.47187 -0.00615 0.13 0.01 -0.03
C 1.11306 0.11023 -0.08205 -0.04 -0.10 0.02
C -0.00244 -0.54918 -0.50960 0.03 -0.15 -0.02
C -1.15498 0.18438 -0.12935 0.07 -0.03 0.05
C -2.50349 -0.47554 -0.25069 -0.10 0.06 0.00
C -0.69391 1.33527 0.47652 -0.14 -0.16 0.08
N 0.69031 1.27558 0.49815 0.09 -0.15 0.03
H 3.27141 0.23470 0.27357 -0.14 0.04 -0.09
H 2.47594 -1.27591 0.74029 0.16 0.16 -0.10
H 2.74537 -0.92451 -0.96753 0.08 0.09 0.13
H -0.00550 -1.50937 -1.00692 0.00 0.01 0.10
H -3.36339 0.18651 -0.37553 0.19 0.10 0.05
H -2.68648 -1.10291 0.63203 -0.03 0.18 -0.12
H -2.47843 -1.16045 -1.10732 -0.09 0.20 0.12
H -1.20615 2.16335 0.95046 0.03 -0.16 -0.19
H 1.31251 1.97971 0.86411 -0.25 -0.10 -0.02
```
Positions in Å, forces in eV/Å.

Properties
E_LUMO = 1.057 eV
SMILES string = Cc1c[nH]c(C)c1
2S+1 = 1

***

C6H9N | the ωB97M-V functional and the def2-TZVPD basis

```
16
Properties=species:S:1:pos:R:3:forces:R:3
C 0.31142 -1.94512 1.59648 1.43 0.43 -0.21
C -0.78459 -1.24076 0.98350 -0.06 0.39 -0.34
C -1.10004 -0.32119 0.26776 -2.08 -1.27 0.45
C -1.55695 0.70861 -0.64667 -0.04 -0.09 0.08
C -0.23088 1.35905 -0.99088 0.26 -0.35 0.59
C 0.93053 0.71979 -0.21809 1.79 -0.08 0.26
N 0.74519 0.52586 -1.65329 0.46 0.01 -0.12
H 0.45136 -2.95518 1.20464 -0.08 0.06 0.19
H 0.28521 -1.94455 2.68981 0.07 -0.10 -0.20
H 1.23074 -1.31287 1.22674 -1.07 -1.60 1.21
H -2.21725 1.40814 -0.12502 0.11 0.04 -0.11
H -2.11013 0.27058 -1.48274 0.17 0.19 -0.09
H -0.21651 2.43667 -1.23559 0.08 -0.60 0.47
H 1.22268 -0.23439 0.40021 -1.59 2.15 -1.48
H 1.62185 1.44747 0.15343 0.72 0.74 -0.46
H 1.41735 1.07789 -2.17027 -0.15 0.06 -0.26
```
Positions in Å, forces in eV/Å.

Properties
E_LUMO = 0.997 eV
SMILES string = CC#CC[C@H]1CN1
2S+1 = 1

***

C6H9N | the ωB97M-V functional and the def2-TZVPD basis

```
16
Properties=species:S:1:pos:R:3:forces:R:3
C 1.50239 -1.85872 0.94321 0.04 -0.02 0.03
C 0.77191 -0.67026 0.34328 0.01 0.17 0.01
C -0.55377 -0.93648 -0.24485 -0.14 0.20 -0.08
C -1.51306 -0.02627 -0.53033 -0.03 -0.01 -0.10
C -1.56098 1.40864 -0.30324 0.04 0.43 -1.61
C -0.69503 2.34474 -0.72700 0.96 0.06 0.01
N 1.25571 0.51455 0.33664 0.13 -0.29 -0.03
H 1.26491 -1.94779 2.00970 -0.02 0.01 -0.15
H 1.22151 -2.80113 0.46271 0.01 0.16 0.05
H 2.58638 -1.73308 0.84781 -0.20 0.01 0.03
H -0.78715 -1.98686 -0.42768 0.01 0.27 0.05
H -2.44165 -0.42215 -0.93731 0.06 -0.08 0.10
H 0.06729 2.15841 -1.45841 1.10 -0.04 0.56
H -2.36814 2.05378 -0.68586 -1.82 -0.81 1.77
H -0.91116 3.37471 -0.43888 -0.08 -0.05 -0.63
H 2.16085 0.52788 0.81022 -0.05 -0.02 -0.01
```
Positions in Å, forces in eV/Å.

Properties
E_LUMO = 0.437 eV
SMILES string = [H]/N=C(C)/C=C\C=C
2S+1 = 1

***

C6H9N | the ωB97M-V functional and the def2-TZVPD basis

```
16
Properties=species:S:1:pos:R:3:forces:R:3
C 1.04418 -1.31061 -0.83697 -0.08 -0.04 -0.01
C 0.10909 -0.33010 -0.46971 0.00 -0.03 0.07
C 0.00333 0.55599 0.64052 0.01 -0.09 -0.01
C 0.99708 0.74179 1.74655 0.06 0.02 0.05
C -1.30235 1.03809 0.60064 -0.05 0.08 -0.01
C -1.89716 0.52098 -0.57396 -0.07 0.07 0.07
N -1.04845 -0.28667 -1.19454 0.04 -0.01 0.02
H 2.11101 -1.14057 -0.67464 -0.16 0.02 0.05
H 0.44086 -1.33792 -2.41597 0.08 -0.08 -0.05
H 0.77425 -2.36225 -0.88909 0.02 0.20 -0.06
H 0.84218 1.70915 2.23440 0.02 -0.12 -0.08
H 2.03068 0.70491 1.38428 -0.16 0.00 0.02
H 0.89070 -0.02959 2.51918 0.02 0.11 -0.14
H -1.74206 1.76046 1.27847 0.05 -0.11 -0.08
H -2.83676 0.81199 -1.03148 0.16 -0.02 0.08
H -0.41657 -1.04565 -2.31767 0.07 0.01 0.11
```
Positions in Å, forces in eV/Å.

Properties
E_LUMO (alpha / beta) = -0.596 / -0.596 eV
2S+1 = 1

***

C6H9N | the ωB97M-V functional and the def2-TZVPD basis

```
16
Properties=species:S:1:pos:R:3:forces:R:3
C 2.47123 0.78295 1.81788 0.06 0.05 0.06
C 1.70340 -0.02424 0.87079 -0.29 -0.27 -0.32
C 1.01723 -0.65226 0.10411 0.28 0.29 0.35
C -0.03572 -1.24285 -0.73081 0.00 -0.01 -0.04
C -1.30744 -0.47377 -0.43151 0.08 0.01 0.18
C -1.61043 0.77488 -1.15626 0.09 0.27 -0.01
N -2.35902 -0.45608 -1.43634 -0.24 -0.09 -0.02
H 2.20854 1.84034 1.70559 0.07 -0.15 0.03
H 3.54908 0.68296 1.66351 -0.13 -0.02 -0.01
H 2.24473 0.48749 2.84757 0.06 0.03 -0.15
H -0.16305 -2.31019 -0.51385 0.02 0.16 0.01
H 0.19977 -1.15963 -1.79821 -0.02 0.02 0.16
H -1.60128 -0.50927 0.61803 0.00 0.00 -0.19
H -0.95462 1.09824 -1.96297 -0.09 -0.08 0.16
H -2.09282 1.58380 -0.61089 0.01 -0.17 -0.11
H -3.26960 -0.42236 -0.98666 0.09 -0.04 -0.11
```
Positions in Å, forces in eV/Å.

Properties
E_LUMO = 0.998 eV
SMILES string = CC#CC[C@H]1CN1
2S+1 = 1

***

C6H9N | the ωB97M-V functional and the def2-TZVPD basis

```
16
Properties=species:S:1:pos:R:3:forces:R:3
C -1.89724 -1.19846 0.89613 -0.01 -0.04 0.09
C -1.15486 -0.31910 -0.02432 -0.07 0.09 -0.48
C -0.95095 0.18319 -1.15336 0.05 -0.10 0.43
C -0.28466 0.94130 -2.05783 -0.11 -0.06 -0.10
C 0.93935 0.91342 0.31262 0.00 0.01 0.21
C 1.80276 -0.24963 0.18496 0.00 -0.30 -0.23
N 2.05753 0.88694 1.08769 -0.15 0.12 0.19
H -1.22685 -1.93276 1.35841 -0.09 0.09 -0.05
H -2.69276 -1.75361 0.38357 0.13 0.10 0.03
H -2.35832 -0.62444 1.70723 0.07 -0.07 -0.11
H -0.65319 1.92445 -2.34230 0.05 -0.14 0.10
H 0.42015 0.47644 -2.74398 -0.07 0.07 0.14
H 0.04076 1.48629 0.31212 0.17 0.07 -0.16
H 2.51372 -0.35024 -0.62946 -0.07 0.07 0.06
H 1.45009 -1.18506 0.61130 0.05 0.09 -0.02
H 1.99446 0.80128 2.09722 0.05 0.00 -0.09
```
Positions in Å, forces in eV/Å.

Properties
E_LUMO (alpha / beta) = 0.581 / 0.336 eV
2S+1 = 1

***

C6H9N | the ωB97M-V functional and the def2-TZVPD basis

```
16
Properties=species:S:1:pos:R:3:forces:R:3
C -0.16269 0.50529 2.29019 -0.56 0.32 0.32
C -0.82987 -0.24142 1.10767 0.96 0.16 0.09
C -1.09562 0.34465 -0.14539 0.23 0.05 0.06
C -0.11479 -0.11638 -1.05569 -0.04 -0.12 -0.08
C 0.18511 0.37844 -2.43551 -0.05 0.00 -0.17
C 0.65073 -1.05213 -0.38355 0.00 -0.29 -0.27
N 0.13450 -1.18923 0.84693 0.23 -0.40 -0.27
H 0.39847 1.30660 1.78837 -0.24 0.10 0.40
H -0.80356 0.88874 3.06905 -0.21 0.35 0.13
H 0.64084 -0.09177 2.76156 -0.77 0.04 -0.07
H -1.85963 1.07664 -0.40238 0.42 0.08 0.40
H 1.12256 -0.06569 -2.78817 -0.19 0.07 -0.02
H 0.30984 1.46780 -2.45988 -0.08 -0.19 0.03
H -0.60431 0.11496 -3.14391 0.07 0.03 -0.02
H 1.58014 -1.53630 -0.63649 -0.24 -0.31 -0.38
H 0.44830 -1.79022 1.58719 0.47 0.11 -0.15
```
Positions in Å, forces in eV/Å.

Properties
E_LUMO = 0.967 eV
SMILES string = Cc1c[nH]c(C)c1
2S+1 = 1

***

C6H9N | the ωB97M-V functional and the def2-TZVPD basis

```
16
Properties=species:S:1:pos:R:3:forces:R:3
C 1.54666 0.16608 0.66517 0.01 0.08 0.05
C 0.21456 -0.30036 1.16489 0.19 0.00 -0.07
C -0.75427 -1.03970 0.34487 -0.12 0.03 -0.26
C -0.36586 -1.96129 1.54797 -0.02 0.09 0.20
C -0.08758 -0.91139 2.39093 0.07 -0.11 0.02
C -1.17366 1.65162 -1.96577 0.17 -0.02 0.02
N 0.03761 1.90220 -1.69072 -0.42 0.10 -0.14
H 2.21469 0.44574 1.48445 -0.11 -0.05 -0.09
H 1.41279 1.00444 -0.02464 0.05 -0.17 0.14
H 2.01795 -0.64406 0.09159 -0.07 0.06 0.10
H -0.46323 -1.34975 -0.66234 -0.03 0.04 0.17
H -1.79421 -0.72920 0.40823 0.17 -0.04 0.03
H 0.22493 -0.79204 3.42001 -0.06 -0.02 -0.18
H -1.48870 0.60958 -2.05801 0.05 0.12 0.01
H -1.94825 2.41076 -2.12436 0.12 -0.05 0.04
H 0.19118 2.91075 -1.62912 -0.01 -0.05 -0.04
```
Positions in Å, forces in eV/Å.

Properties
E_LUMO = 0.986 eV
SMILES string = C[C@]12C=C1C2.C=N
2S+1 = 1